1.
{
  "formula": "C3H7N",
  "method": "wB97M-V/def2-TZVPD",
  "symbols": ["H", "C", "H", "H", "C", "H", "H", "H", "N", "C", "H"],
  "coordinates": [[-2.8822, -0.9249, -0.5913], [2.4087, -0.0336, 0.0732], [3.0846, -0.5456, -0.6033], [-1.2491, 0.8782, 0.9028], [1.0643, -0.1319, -0.0166], [2.9059, 0.5928, 0.8084], [0.4738, -0.5667, 0.7821], [-2.3793, 1.1935, -0.5668], [-2.1188, -0.7453, 0.0599], [-1.9542, 0.5056, 0.1675], [0.6464, -0.2220, -1.0159]],
  "forces_ev_per_a": [[0.33, -0.21, -0.40], [-0.21, 0.49, 0.19], [-0.09, 1.15, -1.11], [0.02, 0.19, -0.06], [1.12, -1.23, -0.74], [-0.01, -1.14, 1.05], [-0.53, 1.73, 0.57], [-0.28, 0.32, 0.44], [-0.61, 0.21, 0.69], [0.27, -0.41, -0.68], [-0.02, -1.11, 0.05]],
  "orbital_gap_ev": 9.571,
  "total_charge": 0,
  "smiles": "C=C.C=N",
  "homo_energy_ev": -8.772,
  "lumo_ev": 0.80,
  "total_energy_ev": -4711.2251,
  "spin_multiplicity": 1,
  "de_lowest_kcal_mol": 67.6
}

2.
{
  "formula": "C5H8N",
  "method": "wB97M-V/def2-TZVPD",
  "symbols": ["H", "C", "C", "H", "C", "H", "H", "H", "C", "N", "C", "H", "H", "H"],
  "coordinates": [[-0.1715, 0.7138, 0.6070], [2.6670, 0.4845, -0.6648], [1.0044, -1.2075, 0.3999], [-2.6682, 0.6014, -1.1766], [-1.3248, -0.6566, -0.3915], [-3.2760, -0.2508, 0.1424], [2.6524, 1.4803, -1.0413], [0.8085, -1.9978, -0.2341], [1.4868, -0.0835, -0.3092], [-2.4148, 0.2359, -0.1616], [-0.0491, -0.0989, -0.0451], [1.2328, -1.3223, 1.4726], [3.7053, 0.0626, -0.2978], [-2.2488, 1.0200, 0.5240]],
  "forces_ev_per_a": [[-0.07, 1.45, 1.25], [-0.94, -0.68, 1.76], [0.69, 1.47, 1.38], [0.59, -0.50, 2.25], [2.79, -1.62, -1.49], [0.48, -0.05, -0.21], [0.25, 0.47, -0.67], [-0.33, -2.14, -0.71], [2.70, -1.24, -0.54], [-1.53, 2.08, -0.63], [-1.45, 0.53, 0.02], [-0.46, -0.12, -0.65], [-2.55, 0.53, -0.95], [-0.18, -0.16, -0.82]],
  "orbital_gap_ev": 8.284,
  "total_charge": 1,
  "homo_energy_ev": -13.658,
  "lumo_ev": -5.37,
  "total_energy_ev": -6791.3186,
  "spin_multiplicity": 1,
  "de_lowest_kcal_mol": 156.1
}